Record 1
38
Properties=species:S:1:pos:R:3 method="wB97M-V/def2-TZVPD" homo_lumo_gap_ha=0.334 smiles=CCN(CC)CCO.O.O.O.O.O spin_multiplicity=1 e_lumo_ev=0.3
O -0.870 -3.587 0.682
O 1.706 -1.341 -4.340
O -1.812 3.650 0.679
O -2.714 -2.109 -1.160
O -0.867 -0.552 -3.238
O 1.875 1.116 3.324
N 0.163 0.654 0.725
C -0.744 2.886 1.335
C 2.095 1.406 -0.456
C 0.630 1.072 -0.632
C 1.188 -1.545 1.453
C -0.039 -0.825 0.944
C -1.050 1.409 1.098
H -0.997 -1.035 1.461
H 1.758 -1.093 2.218
H -0.692 3.170 2.381
H 2.268 2.465 -0.203
H 0.464 0.331 -1.426
H 0.094 3.125 0.614
H 1.948 -1.744 0.671
H 1.137 1.808 3.341
H 0.847 -2.502 1.786
H -0.691 -4.432 0.275
H 0.064 -3.475 0.942
H 2.559 0.692 0.221
H -2.606 3.222 1.004
H 1.499 0.499 2.663
H 0.031 1.865 -1.061
H -1.543 1.018 2.028
H 1.430 -0.408 -4.313
H 0.766 -1.577 -4.195
H -0.863 -0.373 -2.298
H -1.763 1.090 0.303
H -1.656 -0.174 -3.690
H -0.353 -1.188 -0.043
H 2.660 1.496 -1.363
H -2.278 -2.906 -0.805
H -3.645 -2.107 -0.924

Record 2
40
Properties=species:S:1:pos:R:3 method="wB97M-V/def2-TZVPD" homo_lumo_gap_ha=0.324 charge=-1 spin_multiplicity=1 e_lumo_ev=3.3
O 0.943 -3.026 -0.322
O -0.081 1.455 -2.848
O -1.914 2.854 0.078
O 0.591 2.989 -0.715
O 2.686 -1.099 -0.457
O 2.678 0.605 1.322
O 2.869 1.180 -1.564
N -0.694 -0.600 2.664
C 0.749 -0.832 2.140
C 1.562 0.486 2.136
C -1.875 0.003 0.478
C -2.566 -0.740 -0.760
C -1.694 -1.031 1.642
C -1.895 -0.795 -2.123
H 1.273 -1.487 2.865
H -2.401 2.139 -0.360
H 0.861 -1.322 1.211
H -3.642 -0.539 -0.688
H 1.493 -3.658 -0.799
H 1.491 -2.203 -0.294
H -0.965 0.422 0.085
H -0.847 -0.522 -1.948
H -1.830 -1.837 -2.445
H 0.809 1.275 1.848
H 2.041 0.688 3.142
H 0.004 1.680 -1.914
H -2.556 0.785 0.743
H 2.563 -0.067 0.367
H 1.343 2.386 -0.837
H -1.540 -2.084 1.409
H 2.995 0.691 -2.376
H 3.212 -1.471 0.261
H -2.653 -0.378 -2.786
H 0.592 3.172 0.231
H -2.660 -1.255 2.174
H -2.591 -1.745 -0.369
H 0.432 0.624 -2.880
H -1.010 2.491 -0.165
H -0.833 0.392 2.800
H 3.060 0.376 -0.945

Record 3
42
Properties=species:S:1:pos:R:3 method="wB97M-V/def2-TZVPD" homo_lumo_gap_ha=0.352 charge=-1 spin_multiplicity=1 e_lumo_ev=2.8
O -0.287 -2.274 3.235
O -2.183 0.286 -0.683
O -0.568 3.489 -1.720
O -1.191 -4.249 1.689
O -0.805 0.174 3.905
O -0.404 2.178 2.355
O -2.731 -0.567 1.763
O -1.844 2.525 0.410
O 1.035 2.932 -3.750
N 3.163 -1.887 -0.913
C 0.173 -0.425 -0.907
C 1.258 -0.560 -1.978
C 3.465 0.398 -1.471
C 2.395 -2.881 -0.844
C 2.685 -0.690 -1.497
C -1.100 0.023 -1.606
H -0.022 -1.362 -0.375
H -0.559 -1.949 2.345
H -0.342 -1.371 3.663
H -1.198 2.919 -2.160
H -0.656 -3.678 2.285
H -2.305 3.124 1.008
H -1.477 -0.579 -2.432
H -1.696 -0.197 3.796
H -1.023 2.227 1.415
H 2.762 -3.765 -0.316
H -0.803 3.249 -0.795
H 0.973 -1.340 -2.695
H -3.112 0.296 1.823
H -1.892 1.197 -0.301
H -2.105 -4.204 1.972
H 1.399 -3.028 -1.259
H 0.612 2.837 -2.841
H 1.220 0.273 -2.683
H 1.083 1.962 -3.838
H 3.022 1.306 -1.858
H -2.468 -0.540 0.834
H -0.896 1.018 -2.017
H -0.728 1.046 3.401
H 0.555 2.047 2.105
H 4.538 0.334 -1.387
H 0.435 0.222 -0.067

Record 4
52
Properties=species:S:1:pos:R:3 method="wB97M-V/def2-TZVPD" homo_lumo_gap_ha="0.344 / 0.118" charge=+2 spin_multiplicity=2 e_lumo_ev="-4.8 / -10.9" s2=0.761
O 20.394 19.829 9.178
O 18.976 20.448 4.677
O 18.006 22.980 11.839
O 16.122 21.533 9.582
O 19.048 22.866 7.406
O 22.917 21.137 7.904
O 19.609 22.195 9.904
N 21.734 18.067 9.069
N 17.929 23.389 5.503
N 16.423 23.148 13.448
N 13.942 22.011 9.075
N 18.448 24.987 6.766
N 14.741 22.857 10.748
N 22.077 23.027 8.416
N 17.386 24.976 12.661
N 22.988 21.811 9.976
N 20.875 19.512 4.137
N 20.788 20.876 5.843
N 19.722 17.664 8.822
C 20.118 20.273 4.853
C 18.540 23.677 6.640
C 17.323 23.634 12.544
C 20.594 18.601 9.057
C 22.703 21.953 8.757
C 15.035 21.992 9.849
H 16.882 25.267 13.486
H 20.158 16.795 8.547
H 21.712 20.573 6.117
H 20.272 21.447 6.497
H 18.988 25.405 7.510
H 20.307 18.829 3.657
H 13.933 21.548 8.177
H 22.720 22.489 10.675
H 21.979 23.205 7.427
H 17.945 25.442 6.017
H 21.939 23.762 9.095
H 18.199 22.473 5.173
H 19.424 22.304 8.969
H 22.590 18.376 9.506
H 18.831 22.366 10.441
H 23.106 20.855 10.281
H 13.158 22.419 9.562
H 21.841 19.314 4.354
H 15.775 23.784 13.890
H 17.891 25.516 11.973
H 20.107 21.394 10.081
H 16.139 22.179 13.455
H 17.459 24.106 4.969
H 21.748 17.072 8.893
H 13.787 22.842 11.079
H 18.734 17.855 8.737
H 15.450 22.861 11.468

Record 5
42
Properties=species:S:1:pos:R:3 method="wB97M-V/def2-TZVPD" homo_lumo_gap_ha=0.360 smiles="CC[C@@H](C)[C@H](N)C=O.O.O.O.O.O.O.O" spin_multiplicity=1 e_lumo_ev=0.3
O -2.703 -3.066 -3.241
O -0.214 -4.120 0.620
O -1.554 -0.523 3.179
O -2.609 1.786 -2.107
O 1.843 -1.407 -2.458
O 2.098 -1.474 1.244
O -3.359 0.511 0.529
O -1.678 -0.697 -2.173
N -0.550 -0.484 0.382
C 1.979 1.303 1.771
C 1.092 1.404 0.540
C 1.711 2.259 -0.574
C 1.910 -0.907 0.191
C 0.719 -0.008 -0.148
C 2.041 2.580 2.608
H 1.271 -1.116 -3.178
H -2.503 -0.657 3.189
H -2.763 -2.346 -2.598
H 2.454 1.667 -1.113
H -1.223 -0.599 4.075
H 2.208 3.141 -0.172
H -3.114 1.428 0.368
H 0.204 -4.913 0.286
H -2.596 -0.431 -1.987
H -2.397 2.438 -2.783
H 0.394 -3.391 0.742
H -3.060 0.000 -0.223
H 2.978 1.042 1.414
H 1.048 2.796 3.035
H 2.718 2.383 3.437
H 2.746 -1.172 -2.697
H 0.716 0.052 -1.225
H -0.445 -1.307 0.969
H 2.734 -0.983 -0.531
H 2.115 3.487 2.009
H -2.074 0.999 -2.326
H -1.577 -1.091 -1.271
H -2.267 -3.747 -2.718
H 0.084 1.795 0.727
H 0.961 2.657 -1.240
H 1.641 0.521 2.450
H -0.980 0.191 0.999

Record 6
47
Properties=species:S:1:pos:R:3 method="wB97M-V/def2-TZVPD" homo_lumo_gap_ha=0.326 charge=-1 spin_multiplicity=1 e_lumo_ev=2.5
Cl 31.069 -30.894 -31.652
O 27.426 -30.389 -34.853
O 35.825 -32.206 -34.272
O 31.650 -31.640 -30.600
O 30.916 -35.587 -30.692
O 34.135 -35.410 -31.998
O 29.990 -24.493 -29.463
O 30.292 -29.841 -31.214
O 28.005 -31.398 -27.674
O 32.203 -34.201 -35.368
O 35.240 -27.931 -29.574
O 30.189 -31.809 -32.308
O 32.051 -30.543 -32.620
C 31.172 -24.324 -31.684
C 31.253 -24.679 -30.151
C 27.739 -32.764 -27.699
C 27.346 -33.159 -26.313
C 32.204 -23.744 -29.402
C 26.628 -32.938 -28.727
H 28.175 -33.349 -25.631
H 26.329 -33.978 -28.859
H 31.950 -22.708 -29.626
H 30.642 -34.711 -30.962
H 27.104 -32.650 -29.664
H 33.265 -35.584 -31.640
H 28.214 -30.549 -34.334
H 31.861 -33.565 -34.739
H 35.488 -31.331 -34.081
H 32.037 -23.930 -28.341
H 27.158 -31.257 -35.155
H 36.270 -32.113 -35.115
H 35.945 -27.629 -30.148
H 28.597 -33.357 -28.014
H 26.845 -32.378 -25.741
H 26.658 -34.003 -26.274
H 34.243 -34.462 -31.915
H 25.731 -32.347 -28.546
H 32.814 -34.735 -34.860
H 32.088 -24.207 -32.263
H 31.606 -25.708 -30.088
H 29.689 -23.616 -29.711
H 30.694 -23.351 -31.800
H 33.252 -23.920 -29.645
H 30.277 -35.844 -30.026
H 28.586 -31.323 -28.435
H 30.578 -25.094 -32.174
H 34.615 -28.353 -30.164

Record 7
46
Properties=species:S:1:pos:R:3 method="wB97M-V/def2-TZVPD" homo_lumo_gap_ha=0.332 smiles=Oc1ccccc1.O.O.O.O.O.O.O.O.O.O.O spin_multiplicity=1 e_lumo_ev=-0.1
O -2.730 4.461 -2.209
O -2.387 1.725 1.405
O 3.706 -2.001 -1.600
O 1.522 -3.539 1.917
O -0.068 -3.855 -0.282
O 3.916 -2.677 1.032
O -2.995 -0.807 0.872
O 0.238 -1.460 3.741
O -3.120 1.798 -2.783
O -1.628 0.308 -1.164
O -0.522 1.140 3.312
O 1.347 -3.020 -2.413
C 1.382 1.332 0.585
C 0.264 0.595 0.237
C 1.716 2.505 -0.078
C -0.521 1.061 -0.813
C -0.236 2.235 -1.468
C 0.892 2.982 -1.091
H 0.020 -0.307 0.771
H 2.234 -2.680 -2.124
H 0.521 -3.697 -1.072
H 3.025 -2.927 1.383
H 4.473 -2.459 -1.957
H -0.075 -0.526 3.575
H -2.019 4.932 -2.672
H -2.771 4.824 -1.316
H 2.639 3.033 0.160
H -2.980 2.752 -2.602
H -4.039 1.608 -2.978
H 3.728 -2.191 -0.631
H 0.872 -2.194 -2.558
H -0.818 2.607 -2.295
H -1.202 1.348 2.621
H -3.777 -1.242 0.523
H -2.391 -0.658 0.104
H -2.087 1.769 0.495
H 1.157 3.903 -1.595
H -2.184 0.819 -1.814
H 0.283 1.605 3.048
H 1.053 -2.915 2.509
H -2.864 0.878 1.471
H 4.490 -3.425 1.224
H -0.693 -3.133 -0.437
H 2.052 0.963 1.352
H -0.322 -1.783 4.448
H 0.898 -3.688 1.163

Record 8
42
Properties=species:S:1:pos:R:3 method="wB97M-V/def2-TZVPD" homo_lumo_gap_ha=0.240 spin_multiplicity=1 e_lumo_ev=-0.6
O -0.329 -0.981 -1.536
O -1.559 1.045 -1.860
O 1.002 2.236 -0.837
O -1.690 1.433 0.223
O -1.517 0.334 2.645
O 0.064 0.443 -0.108
O 0.503 -1.493 0.500
O -0.963 -0.205 -3.122
C -0.353 1.017 2.461
C 0.094 0.466 -3.808
C 1.298 -0.415 -3.999
C 0.522 -2.457 1.517
C 0.141 -1.650 2.830
C 0.526 1.063 3.707
H -1.704 1.721 -1.197
H -2.381 0.834 0.507
H 0.471 1.663 -0.284
H -0.535 -0.491 -2.312
H 0.928 -1.863 -0.277
H -0.877 0.951 0.375
H -1.019 1.473 -2.524
H -0.037 1.239 4.624
H 1.422 1.683 3.671
H 1.547 -0.749 -2.992
H -0.152 0.232 -1.016
H -2.105 0.827 3.223
H 0.338 -1.662 -1.629
H 0.311 1.454 -3.401
H 2.152 0.176 -4.328
H -0.179 -2.414 3.540
H 0.929 0.093 3.997
H -0.154 -3.261 1.226
H 1.846 1.789 -0.905
H -0.969 -1.352 -0.929
H -0.635 2.022 2.145
H 1.258 -1.256 -4.692
H 0.121 0.566 1.590
H -0.312 0.788 -4.767
H 0.261 -0.403 0.295
H -0.685 -0.970 2.621
H 1.497 -2.933 1.621
H 0.925 -0.992 3.205

Record 9
43
Properties=species:S:1:pos:R:3 method="wB97M-V/def2-TZVPD" homo_lumo_gap_ha="0.413 / 0.202" charge=+2 spin_multiplicity=2 e_lumo_ev="-5.9 / -11.6" s2=0.754
O 0.345 -2.357 1.546
O -2.790 0.275 -2.744
O -2.256 2.651 -1.616
O -0.074 3.069 0.175
O -2.413 -0.711 2.487
O -1.951 -0.761 -0.486
N 1.038 0.330 0.196
N 0.580 -1.842 -1.208
C 0.418 0.933 2.452
C 0.133 -3.067 -2.203
C 1.427 -0.831 -1.946
C 2.606 1.673 1.566
C 2.089 0.132 -0.814
C 1.594 0.518 1.557
H -0.644 -2.663 -2.900
H -2.546 -0.565 0.265
H -2.520 1.752 -1.817
H 2.164 -1.313 -2.466
H 2.582 1.122 -1.189
H 1.125 -3.344 -2.683
H 2.984 -0.441 -0.467
H -0.296 -1.267 -0.883
H -0.086 -3.945 -1.730
H -0.754 3.296 -0.591
H 0.991 -2.199 -0.356
H -3.718 -0.159 -2.786
H -0.427 -2.221 2.026
H 3.286 1.762 0.654
H -0.384 0.213 2.683
H 0.571 1.314 -0.068
H 1.054 -1.966 2.122
H -1.120 -0.275 -0.138
H -2.598 3.234 -2.160
H -0.153 1.881 2.156
H -2.849 -1.671 2.485
H -0.735 2.823 0.886
H 1.875 -0.393 2.092
H 2.121 2.616 1.175
H 3.042 1.796 2.616
H -2.826 -0.191 3.252
H 0.733 1.286 3.585
H 0.709 -0.210 -2.685
H -2.330 -0.284 -2.044

Record 10
43
Properties=species:S:1:pos:R:3 method="wB97M-V/def2-TZVPD" homo_lumo_gap_ha="0.373 / 0.181" charge=+2 spin_multiplicity=2 e_lumo_ev="-6.4 / -11.6" s2=0.755
O 2.607 1.090 -1.282
O 3.680 0.686 1.546
O 1.418 2.407 1.373
O 2.168 -1.090 2.342
O -1.695 2.327 1.018
O 0.016 2.562 -0.835
N 0.402 -0.080 -2.784
N -0.516 -0.715 1.719
C -1.401 -2.156 -0.153
C -2.043 -0.429 -3.100
C -0.636 -1.862 -1.506
C -1.675 -0.975 0.756
C -0.809 -0.430 -2.118
C -0.576 -1.370 3.094
H -2.252 -1.368 -3.598
H 2.722 -0.273 2.495
H 2.731 -1.722 1.898
H 1.340 2.827 2.248
H 0.877 3.005 -0.845
H -2.488 -1.242 1.429
H 0.986 -0.877 -3.027
H -1.027 -2.534 -2.266
H -0.350 0.286 1.800
H -1.052 0.247 -1.300
H -0.775 -2.415 2.884
H 0.483 2.582 1.155
H -2.892 -0.037 -2.551
H 0.502 0.764 -3.351
H -1.598 2.571 0.084
H -1.751 0.244 -3.911
H 2.397 0.264 -1.706
H 3.733 0.457 0.614
H 0.358 -1.126 1.369
H -2.326 2.970 1.373
H 3.437 1.605 1.653
H 0.408 -2.160 -1.381
H -0.221 2.349 -1.744
H -1.270 -0.888 3.749
H -1.824 0.011 0.331
H 1.811 1.208 -0.738
H -2.333 -2.475 -0.576
H -0.999 -3.010 0.385
H 0.434 -1.228 3.455

Record 11
46
Properties=species:S:1:pos:R:3 method="wB97M-V/def2-TZVPD" homo_lumo_gap_ha=0.350 smiles="C=CC[C@@H](C)NC=O.O.O.O.O.O.O.O.O.O" spin_multiplicity=1 e_lumo_ev=0.2
O -2.694 2.491 1.019
O 0.702 0.930 -2.186
O 0.473 1.367 1.807
O -2.024 0.485 -0.836
O -4.758 -0.297 -1.600
O 4.314 -0.628 -0.104
O -2.057 0.622 2.657
O 0.437 3.892 0.756
O 2.454 3.215 -1.089
O -5.448 -0.411 1.194
N 2.815 -1.771 -1.345
C 1.642 -2.616 -1.022
C 0.982 -3.100 -2.308
C 0.674 -1.772 -0.182
C 3.817 -1.694 -0.412
C 1.079 -1.637 1.281
C 1.473 -2.620 2.078
H -5.138 -0.082 -0.734
H 1.675 -3.582 -3.002
H 3.209 3.489 -1.622
H 2.611 -0.924 -1.852
H 4.117 -2.647 0.038
H -3.044 3.371 0.855
H 1.371 -3.641 1.731
H 1.903 -2.374 3.039
H 0.740 -0.766 -0.574
H -0.334 -2.181 -0.251
H -2.144 2.483 1.807
H 1.343 1.016 1.999
H -0.222 3.876 0.051
H -4.896 -0.675 1.936
H 1.249 4.045 0.242
H -4.580 -1.236 -1.488
H 0.188 0.485 -2.871
H 0.608 -2.218 -2.826
H -2.494 -0.092 2.190
H 0.265 -3.882 -2.060
H -1.385 0.900 -0.255
H -1.126 0.513 2.401
H -5.391 0.551 1.161
H -0.015 1.263 -1.632
H 0.505 2.329 1.696
H 1.192 -0.575 1.459
H -2.788 1.068 -0.825
H 2.050 -3.455 -0.458
H 2.425 2.269 -1.291

How do the records compare in total energy? In the order shown, they have -749.688116 -825.590185 -976.136974 -1428.077576 -901.420915 -1608.254617 -1148.360151 -846.647913 -806.162231 -806.264951 -1053.138377 hartree.
How do the records compare in energy relative to the best compared isomer or geometry (same formula, charge and spin)? In the order shown, they have 357.52 356.53 0.00 0.00 279.20 198.99 0.00 1843.29 269.69 0.00 220.93 kJ/mol.